{"formula": "C37H93N15O11", "method": "ωB97M-V/def2-TZVPD", "e_tot_ev": -84748.2828, "smiles": "CC1(C)CCCC(C)(C)N1O.CC1(C)CCCC(C)(C)N1O.CC1(C)CCCC(C)(C)N1O.NC(N)=O.NC(N)=O.NC(N)=O.NC(N)=O.NC(N)=O.NC(N)=O.CCO.CCO", "total_charge": 0, "elements": ["H", "H", "H", "H", "H", "N", "H", "C", "H", "H", "H", "H", "H", "H", "H", "C", "H", "C", "C", "H", "O", "H", "H", "O", "H", "H", "C", "N", "C", "O", "C", "H", "H", "H", "H", "C", "H", "N", "H", "H", "H", "C", "N", "H", "C", "C", "H", "H", "H", "O", "C", "H", "C", "H", "O", "C", "H", "N", "H", "H", "C", "H", "C", "H", "H", "H", "C", "H", "C", "H", "C", "H", "H", "H", "H", "C", "C", "H", "N", "H", "O", "H", "H", "C", "H", "N", "H", "H", "H", "N", "H", "C", "C", "N", "O", "C", "H", "H", "C", "O", "H", "H", "H", "H", "N", "H", "H", "H", "H", "C", "H", "H", "H", "H", "H", "H", "C", "N", "H", "H", "C", "H", "N", "H", "H", "H", "H", "H", "H", "H", "H", "C", "C", "H", "C", "H", "H", "H", "O", "H", "H", "C", "N", "H", "N", "C", "O", "C", "C", "H", "H", "N", "H", "C", "H", "O"], "positions_angstrom": [[-3.48460, -25.19030, -15.63166], [-8.21712, -18.26797, -4.57243], [-3.54839, -23.44361, -1.69207], [-7.01413, -25.48884, -2.93088], [-12.62051, -24.72519, -1.15877], [-5.11661, -24.06639, -7.80354], [-2.85680, -26.44240, -5.73944], [-7.39293, -17.88775, -0.30732], [-1.98716, -21.71777, -10.98606], [-4.11578, -26.41344, -12.55214], [-6.45962, -17.27829, -9.18582], [-7.80546, -16.15286, 0.58738], [-7.21495, -30.52432, -11.89640], [-9.27791, -25.16514, -12.56203], [-1.24447, -20.86012, -1.62534], [-9.06041, -26.74247, -3.90851], [-10.72363, -24.67459, -13.41996], [-10.72991, -20.48120, -11.87315], [1.51075, -17.71846, -6.55096], [-10.60462, -14.47871, -1.43573], [-10.22630, -25.06926, -0.79378], [-11.50767, -19.73276, -11.72145], [-4.08696, -22.16009, -6.85903], [-4.74760, -22.93024, -9.78499], [-1.57008, -16.66213, -6.30406], [-2.00369, -29.27405, -7.29974], [-10.83304, -24.14243, -11.32336], [-6.81526, -29.73376, -11.41125], [-0.04519, -21.56707, -10.37850], [-1.76698, -29.24662, -4.93492], [-2.64406, -22.01422, -2.57578], [-12.39815, -24.23275, -2.77168], [-7.05654, -17.46152, -3.45972], [-11.27628, -28.24968, -1.34264], [-0.92658, -20.96551, -12.10981], [-10.57616, -21.34499, -9.45666], [-9.85713, -25.86806, -0.41006], [-0.35282, -22.34713, -9.34623], [-8.49398, -14.93641, -3.00455], [-2.35178, -26.40271, -16.13776], [-5.07293, -15.65373, -10.56593], [-8.79580, -18.36140, -2.41286], [-2.79189, -22.80242, -1.50052], [-11.76500, -27.05121, -0.24164], [-10.36189, -25.08728, -12.47818], [-9.04498, -16.13246, -1.23755], [-12.72684, -25.24553, -10.93296], [-2.48968, -27.19057, -4.16635], [-8.26184, -27.02595, -0.59625], [-4.62178, -17.67406, -11.03738], [-12.57213, -25.12574, -2.17135], [-13.11349, -21.50646, -11.73408], [-6.45140, -29.63006, -10.12794], [-8.55573, -22.64732, -10.92156], [-3.29230, -22.22546, -3.59121], [-8.04255, -18.93480, -1.14736], [-8.14444, -24.27154, -3.06573], [-9.60538, -17.15871, -2.11999], [-11.08424, -21.96526, -8.71828], [-10.69077, -24.13198, -9.14233], [-10.15343, -15.16707, -0.72111], [-8.73217, -19.51950, -0.53855], [-8.45602, -27.44718, -1.58264], [-9.51195, -21.31149, -9.22334], [-11.09103, -17.16581, -3.29095], [-6.75577, -28.91349, -11.99753], [-3.09010, -26.65310, -14.25257], [-7.14264, -19.12089, -3.77300], [-11.56455, -26.82119, -3.74250], [-9.17489, -28.26129, -1.49017], [-9.00301, -26.29045, -2.42808], [-9.23887, -17.26544, 0.62315], [1.54228, -18.78286, -6.78370], [-0.21498, -17.84678, -7.84036], [-12.94114, -21.02602, -10.21507], [-11.88723, -27.34896, -1.28304], [-11.52877, -26.28453, -2.26691], [-5.51117, -24.83940, -8.32014], [-2.37753, -28.43675, -6.87634], [-11.67710, -25.87036, -4.26342], [1.09921, -21.20894, -10.59639], [-9.10190, -25.92372, -4.62687], [-7.23756, -15.69135, -2.12909], [-8.42943, -16.84729, 0.02477], [-4.97227, -17.50117, -8.17816], [-6.47439, -30.74745, -9.39288], [-4.34211, -18.47348, -10.58537], [-9.15088, -24.83123, -9.89009], [-10.59220, -25.70101, -9.75426], [-2.77295, -27.24661, -5.13419], [-6.88385, -18.21916, 0.59772], [-7.78559, -18.26408, -3.57150], [-10.23008, -24.69282, -9.95555], [-2.97903, -26.04183, -15.43319], [-5.92384, -28.58582, -9.70445], [-2.37528, -28.41231, -5.61157], [-7.28092, -19.62402, -1.51209], [0.30323, -22.39370, -8.57973], [-11.02440, -21.67199, -10.91094], [-0.92143, -17.33966, -6.09958], [-3.00944, -27.86026, -7.41341], [-10.85627, -20.82083, -12.90116], [-6.94488, -31.62142, -9.57973], [-9.86096, -14.68453, 0.21148], [-10.32939, -22.79700, -11.55514], [-13.56098, -25.52600, -2.39512], [-10.73226, -19.38841, -2.12488], [-12.91053, -27.68089, -1.45847], [-12.45396, -27.44872, -3.79958], [-5.48988, -16.87031, -8.90079], [-3.76582, -21.41358, -8.38128], [-7.75935, -24.66778, -1.45590], [-9.49428, -20.44430, -2.85652], [2.38771, -17.20593, -6.94637], [-5.56072, -23.90741, -6.91046], [-1.30554, -22.66632, -9.24349], [-9.88223, -19.42693, -2.80612], [-4.26332, -22.11573, -7.85252], [-14.17733, -23.26316, -10.46698], [-7.52709, -27.84935, -1.98695], [-12.60063, -21.85376, -10.83716], [-1.76954, -20.48168, -3.33756], [-10.26197, -25.57763, -2.05313], [-10.84171, -20.29300, -9.35225], [-8.11074, -27.22527, -4.13901], [-10.31963, -19.06312, -3.73586], [-4.11760, -25.06413, -13.72842], [-2.51089, -22.56487, -0.55993], [-10.80922, -26.07110, -12.33642], [0.21619, -16.19986, -7.45764], [-7.96751, -14.17649, -1.50287], [0.14247, -17.20269, -7.03694], [-13.09155, -23.23821, -10.37454], [-12.70576, -24.11086, -12.34818], [-8.16329, -15.13428, -1.98494], [1.50001, -17.63859, -5.46394], [-5.97390, -30.65292, -8.52072], [-10.20233, -28.49490, -3.57472], [-10.31279, -16.61034, -3.20489], [-11.00952, -15.75081, -0.38279], [-6.62568, -17.43132, -0.93270], [-7.91348, -25.12777, -2.43199], [-3.83125, -25.98229, -13.42004], [-3.58219, -16.23426, -9.95255], [-1.05015, -21.41889, -11.21579], [-12.42555, -24.26683, -11.30642], [-8.99406, -22.67975, -11.77504], [-4.61545, -16.53756, -10.12133], [-10.30687, -27.56542, -4.13440], [-9.83575, -19.87453, -11.72985], [-12.88945, -23.42406, -9.31968], [-1.80645, -20.97450, -2.45673], [-10.38212, -27.80983, -5.19397], [-4.77764, -23.00801, -8.54706], [-5.56461, -15.91017, -8.39026], [-2.65000, -27.72549, -13.97613]]}